Entry 1:
{
  "formula": "C7H5ClFNO3",
  "method": "ωB97M-V/def2-TZVPD",
  "elements": ["O", "C", "Cl", "C", "C", "C", "C", "C", "C", "F", "N", "O", "O", "H", "H", "H", "H", "H"],
  "coordinates": [[3.865116, 0.319263, -1.419990], [3.431204, 0.270588, -0.325804], [4.602788, 0.121508, 1.028419], [2.054836, 0.343537, 0.053000], [1.179812, 0.455096, -0.996127], [-0.290522, 0.636137, -0.688896], [-1.031446, -0.169780, 0.103713], [-0.712416, -1.334844, 0.878314], [-0.161558, -2.525227, 0.557532], [-0.060649, -3.518976, 1.433490], [0.460705, -2.886111, -0.660390], [0.410984, -1.996717, -1.506908], [0.993374, -3.979953, -0.789841], [1.786232, 0.446267, 1.019666], [1.313325, 0.607111, -2.089236], [-0.853329, 1.408577, -1.226281], [-2.010381, 0.187472, 0.274245], [-1.168039, -1.155005, 1.943779]],
  "forces_ev_per_angstrom": [[0.309, -0.038, -0.879], [1.511, -0.050, 0.216], [-0.241, -0.018, 0.261], [-0.835, 0.189, -4.887], [-1.952, 0.934, 1.374], [0.364, -1.114, 0.175], [1.325, 1.389, -1.354], [-0.463, -0.710, 1.919], [-0.530, 0.660, 2.102], [-0.196, 0.245, 0.131], [0.632, 0.054, -1.722], [0.244, -0.855, -0.144], [-0.614, 0.997, 0.265], [-1.002, 0.007, 2.935], [1.011, -0.568, 1.059], [0.494, -0.055, 0.265], [-1.171, 0.171, 0.172], [1.113, -1.238, -1.888]],
  "mulliken_charge": [-0.436, 0.530, -0.229, -0.521, -0.089, -0.405, -0.365, -0.411, 0.303, -0.248, 0.979, -0.536, -0.558, 0.540, 0.334, 0.363, 0.432, 0.318],
  "e_homo_ha": -0.3608,
  "gap_ev": 8.243,
  "lumo_energy_ha": -0.0579,
  "smiles": "O=C(Cl)/C=C/C=C\\C=C(\\F)[N+](=O)[O-]"
}

***

Entry 2:
{
  "formula": "C7H5ClN2",
  "method": "ωB97M-V/def2-TZVPD",
  "elements": ["C", "C", "C", "C", "C", "C", "C", "N", "N", "Cl", "H", "H", "H", "H", "H"],
  "coordinates": [[-1.496566, -2.946665, 0.266205], [-2.617328, -0.998525, 0.741843], [0.683241, 0.985211, -1.645843], [-0.010199, 0.457703, -0.638393], [-0.119773, -1.118224, 1.383413], [-1.427999, -1.701890, 0.885996], [0.286052, -0.770527, -0.007513], [-1.701297, -4.015321, -0.075145], [-3.452811, -0.241719, 0.736969], [1.274597, -1.924295, -0.702848], [0.308170, 1.946068, -1.984546], [1.577739, 0.576243, -2.154873], [-0.771915, 0.923444, -0.150943], [-0.373641, -0.356721, 2.207486], [0.534670, -1.822246, 1.821957]],
  "forces_ev_per_angstrom": [[0.251, -0.048, 0.919], [2.372, -0.370, 0.702], [-0.061, 0.616, -0.614], [2.055, -1.420, -1.068], [-1.573, 1.548, 1.312], [1.642, -0.111, -1.378], [-0.834, -0.658, 2.065], [-0.026, -1.571, -0.913], [-2.958, 2.145, -0.225], [0.553, -0.516, -0.704], [0.384, 0.005, -0.160], [-0.856, 0.009, 0.571], [-2.172, 1.794, 0.883], [0.720, -0.507, -1.773], [0.505, -0.916, 0.385]],
  "mulliken_charge": [0.162, 0.153, -0.886, -0.024, -0.557, 0.267, 0.330, -0.456, -0.452, -0.122, 0.268, 0.240, 0.381, 0.297, 0.398],
  "e_homo_ha": [-0.3135, -0.3245],
  "gap_ev": [6.721, 7.290],
  "lumo_energy_ha": [-0.0665, -0.0566],
  "relative_energy_kj_mol": 369.9
}

***

Entry 3:
{
  "formula": "C7H5ClN4",
  "method": "ωB97M-V/def2-TZVPD",
  "elements": ["C", "C", "C", "C", "C", "C", "C", "N", "N", "N", "N", "Cl", "H", "H", "H", "H", "H"],
  "coordinates": [[-0.292053, -0.404758, -1.179425], [0.021297, -1.327201, -0.193875], [-0.287341, 0.945677, -0.881186], [0.335831, -0.904433, 1.080382], [0.020338, 1.382762, 0.393788], [0.343096, 0.456818, 1.380184], [1.339566, 1.704331, 3.128056], [0.997549, 1.470588, 5.411536], [1.493299, 1.972854, 4.449677], [0.661655, 1.151303, 6.428734], [0.595404, 0.802845, 2.695169], [2.377015, 2.771848, 2.178270], [-0.546365, -0.744929, -2.170452], [0.017474, -2.381691, -0.417530], [-0.513921, 1.673773, -1.644631], [0.595496, -1.605483, 1.860409], [-0.014229, 2.435588, 0.631233]],
  "forces_ev_per_angstrom": [[-0.012, -0.070, -0.061], [0.035, -0.051, -0.046], [0.014, 0.058, -0.075], [0.078, 0.152, 0.051], [-0.007, 0.037, 0.141], [-0.083, -0.260, -0.623], [-0.302, -0.512, -0.626], [-1.059, -1.118, 1.559], [2.041, 2.319, -0.932], [-0.250, -0.277, -0.042], [-0.062, 0.084, 0.694], [-0.243, -0.250, 0.188], [-0.015, -0.008, -0.141], [0.000, -0.151, -0.053], [-0.099, 0.052, -0.093], [-0.070, -0.057, 0.042], [0.036, 0.052, 0.017]],
  "mulliken_charge": [-0.470, -0.464, -0.556, -0.417, -0.152, 0.348, 0.590, 0.696, -0.338, -0.505, -0.492, -0.147, 0.377, 0.353, 0.357, 0.419, 0.401],
  "e_homo_ha": -0.3229,
  "gap_ev": 8.981,
  "lumo_energy_ha": 0.0071,
  "relative_energy_kj_mol": 0.0
}

***

Entry 4:
{
  "formula": "C7H5ClN4O2",
  "method": "ωB97M-V/def2-TZVPD",
  "elements": ["C", "C", "C", "C", "C", "C", "C", "N", "N", "N", "N", "O", "O", "Cl", "H", "H", "H", "H", "H"],
  "coordinates": [[-1.423324, -2.432332, -0.056026], [-0.822628, -0.989889, -1.914202], [1.427317, 0.256650, -0.191895], [0.478557, -0.822921, 0.024913], [-2.090698, -0.172818, 0.639197], [1.667742, 1.196593, -1.103500], [-0.610849, -1.386390, -0.609474], [-2.027011, -3.352823, 0.294785], [-0.918007, -0.585607, -2.947067], [2.160551, -0.136469, 0.930108], [0.992642, -0.913524, 1.338346], [-1.833929, -0.569507, 1.706316], [-2.586842, 0.328010, -0.285148], [-0.494666, 3.093730, 1.073712], [2.316521, 1.952894, -0.787100], [1.023282, 1.477875, -1.851289], [-0.779897, 4.261693, 0.298362], [2.369893, 0.603639, 1.600898], [1.151346, -1.808806, 1.839056]],
  "forces_ev_per_angstrom": [[0.435, -1.374, -0.323], [0.263, -1.099, 2.655], [0.559, 0.224, -2.813], [-1.116, -0.571, 1.684], [-2.001, 1.236, 1.618], [-0.281, -0.711, 2.397], [1.931, -0.816, 1.670], [0.277, 0.717, -0.109], [-0.498, 1.762, -4.785], [0.565, 0.048, 1.432], [-0.366, -1.304, -0.539], [0.272, 0.287, -0.260], [0.225, 0.074, -0.177], [-0.651, 2.667, -1.702], [1.489, 0.894, 0.082], [-1.432, -0.040, -1.851], [0.632, -2.679, 1.753], [-0.204, -0.081, -0.055], [-0.101, 0.766, -0.677]],
  "mulliken_charge": [0.280, 0.067, 0.466, 0.824, 0.761, -1.149, -0.190, -0.533, -0.467, -0.388, -0.183, -0.387, -0.400, -0.286, 0.329, 0.380, 0.282, 0.319, 0.277],
  "e_homo_ha": -0.3359,
  "gap_ev": 7.965,
  "lumo_energy_ha": -0.0432
}

***

Entry 5:
{
  "formula": "C7H5ClO3",
  "method": "ωB97M-V/def2-TZVPD",
  "elements": ["C", "C", "C", "C", "C", "C", "C", "H", "H", "H", "H", "H", "O", "O", "O", "Cl"],
  "coordinates": [[-2.260060, -0.630753, 0.000565], [-0.720756, -0.331869, 0.064980], [0.133444, -1.397850, -0.233715], [1.589853, -1.347961, -0.246999], [2.071547, -0.111266, 0.070171], [1.330905, 1.113015, 0.105221], [-0.039352, 0.946282, -0.044601], [-2.787928, 1.299143, -0.311551], [-0.147859, -2.479952, -0.097985], [2.258113, -2.170008, -0.371549], [1.886492, 1.909123, -0.109788], [-0.398739, 2.805140, 0.879471], [-3.205733, 0.392136, 0.020204], [-2.611024, -1.771622, 0.317943], [-1.025220, 1.938746, -0.161549], [3.926322, -0.162299, 0.119181]],
  "forces_ev_per_angstrom": [[-0.525, -0.964, 3.274], [1.388, -0.081, -2.803], [1.559, -2.676, 1.767], [-3.034, 1.964, 0.769], [2.007, 0.127, -0.888], [-1.708, -5.068, -0.200], [-2.781, -0.783, 0.857], [-0.826, -2.807, 1.154], [-0.719, 1.364, -0.777], [-0.140, -0.549, -0.053], [1.655, 3.775, -0.275], [-2.844, -2.731, -4.096], [2.498, 1.006, -1.684], [0.610, 2.684, -1.575], [4.571, 3.888, 4.358], [-1.711, 0.849, 0.174]],
  "mulliken_charge": [0.382, 0.250, -0.373, -0.736, 0.436, -1.027, 1.066, 0.413, 0.302, 0.434, 0.495, 0.391, -0.514, -0.527, -0.755, -0.237],
  "e_homo_ha": -0.3548,
  "gap_ev": 7.875,
  "lumo_energy_ha": -0.0654,
  "relative_energy_kj_mol": 210.0
}

***

Entry 6:
{
  "formula": "C7H5F2NO",
  "method": "ωB97M-V/def2-TZVPD",
  "elements": ["C", "C", "C", "C", "C", "C", "C", "N", "O", "F", "F", "H", "H", "H", "H", "H"],
  "coordinates": [[0.776597, -1.556663, 1.269432], [-0.220346, -0.985178, 2.113420], [0.736660, -1.194583, -0.041675], [-1.039045, 0.012590, 1.682007], [0.119582, -0.013147, -0.416624], [-0.820090, 0.733688, 0.430477], [0.238296, 1.575400, -2.200935], [0.303477, 0.354499, -1.754336], [-1.330544, 1.774472, 0.006838], [0.508847, 2.651460, -1.518691], [0.011579, 1.922290, -3.455170], [1.224765, -2.381573, 1.767888], [-0.431628, -1.258571, 3.104531], [1.296714, -1.772613, -0.651779], [-1.909477, 0.479872, 2.201476], [0.534612, -0.341944, -2.536858]],
  "forces_ev_per_angstrom": [[-2.254, 0.093, 1.624], [-0.337, 1.483, -1.153], [0.069, 1.060, 2.580], [-1.145, 2.159, -0.735], [-0.326, -0.315, 0.269], [1.403, -1.756, -0.901], [-0.159, 1.384, 0.534], [0.181, 0.763, -2.827], [-0.676, 0.423, 0.106], [-0.139, -1.054, -0.094], [0.323, -1.187, 0.648], [0.908, -0.796, -0.657], [0.260, -1.000, 1.188], [1.799, -1.412, -2.484], [0.967, -0.773, 0.233], [-0.874, 0.929, 1.670]],
  "mulliken_charge": [-0.857, -0.237, -0.650, -0.674, 0.411, 0.821, 0.491, -0.015, -0.748, -0.122, -0.197, 0.339, 0.399, 0.405, 0.308, 0.325],
  "e_homo_ha": [-0.2698, -0.2698],
  "gap_ev": [7.046, 7.044],
  "lumo_energy_ha": [-0.0109, -0.0109],
  "relative_energy_kj_mol": 221.7
}